Record 1
65
Properties=species:S:1:pos:R:3:lowdin_charge:R:1 method="wB97M-V/def2-TZVPD" s2=3.76 homo_ev="-9.88 / -10.22" spin_multiplicity=4 charge=+1 gap_ev="7.109 / 7.333" e_above_lowest_ev=0.000
V -0.02 -2.02 -1.15 0.711
C 0.11 1.81 5.27 -0.067
C 0.21 2.72 4.05 -0.560
C -0.96 3.72 4.09 -0.041
C 1.53 3.49 4.11 -0.041
C 0.15 1.93 2.74 -0.166
C 0.04 0.55 2.70 -0.075
C 0.00 -0.06 1.47 -0.464
Br -0.17 -2.00 1.44 0.901
C 0.07 0.56 0.23 -0.371
O 0.03 -0.11 -0.91 -0.261
C 0.18 1.98 0.27 -0.077
C 0.22 2.60 1.51 0.033
C 0.26 2.78 -1.03 -0.532
C 1.49 2.35 -1.84 -0.039
C 0.38 4.28 -0.77 -0.065
C -1.02 2.56 -1.85 -0.037
H 0.15 2.42 6.18 0.089
H 0.94 1.10 5.31 0.087
H -0.83 1.26 5.29 0.088
H -0.93 4.29 5.01 0.088
H -1.92 3.19 4.04 0.092
H -0.92 4.42 3.25 0.079
H 1.59 4.07 5.04 0.088
H 1.64 4.18 3.28 0.079
H 2.38 2.80 4.09 0.091
H -0.03 -0.04 3.60 0.099
H 0.31 3.67 1.53 0.096
H 2.40 2.54 -1.27 0.092
H 1.55 2.93 -2.76 0.087
H 1.46 1.29 -2.10 0.063
H 1.29 4.53 -0.22 0.089
H -0.48 4.68 -0.23 0.089
H 0.44 4.80 -1.73 0.089
H -1.17 1.51 -2.10 0.069
H -0.97 3.14 -2.78 0.087
H -1.89 2.91 -1.29 0.092
N 4.46 -1.89 -4.10 0.153
C 3.98 -2.04 -2.84 -0.357
C 2.60 -2.11 -2.57 -0.056
N 2.14 -2.26 -1.33 -0.049
C 3.03 -2.37 -0.34 -0.113
C 4.39 -2.33 -0.62 -0.087
N 4.86 -2.16 -1.85 0.144
H 3.86 -1.60 -4.85 0.106
H 5.45 -1.74 -4.19 0.113
H 1.86 -2.01 -3.36 0.122
H 2.66 -2.48 0.67 0.084
H 5.12 -2.42 0.17 0.120
C -4.20 -3.78 -3.23 -0.115
C -4.47 -2.75 -2.14 -0.377
S -3.14 -2.50 -0.97 1.006
O -1.91 -2.24 -1.86 -0.623
C -2.90 -4.18 -0.30 -0.363
C -1.79 -4.95 -0.99 -0.115
H -5.02 -3.75 -3.95 0.089
H -4.16 -4.79 -2.83 0.074
H -3.28 -3.56 -3.75 0.078
H -5.35 -2.99 -1.53 0.101
H -4.62 -1.75 -2.56 0.097
H -3.87 -4.68 -0.39 0.095
H -2.69 -4.03 0.75 0.074
H -1.95 -5.04 -2.07 0.073
H -1.74 -5.95 -0.57 0.097
H -0.81 -4.49 -0.83 0.045


Record 2
22
Properties=species:S:1:pos:R:3:lowdin_charge:R:1 method="wB97M-V/def2-TZVPD" homo_ev=-9.22 smiles=C[C@H](O)CO.NCN gap_ev=9.954 e_above_lowest_ev=0.949
C 1.21 1.59 -0.35 -0.039
C 0.42 1.80 0.94 -0.429
O 1.23 1.65 2.09 -0.030
C -0.79 0.86 1.05 -0.229
O -1.66 0.92 -0.06 -0.065
H 0.55 1.69 -1.21 0.077
H 2.01 2.32 -0.42 0.082
H 1.65 0.59 -0.36 0.067
H 0.06 2.84 0.98 0.147
H 1.67 0.80 2.05 0.093
H -1.32 1.08 1.98 0.130
H -0.44 -0.18 1.10 0.094
H -2.03 1.81 -0.12 0.102
N -1.59 -2.12 -1.00 0.004
C -0.24 -1.83 -1.36 -0.392
N 0.73 -2.24 -0.34 -0.005
H -1.67 -3.09 -0.68 0.071
H -1.91 -1.50 -0.27 0.040
H -0.19 -0.75 -1.60 0.090
H 0.01 -2.40 -2.26 0.107
H 0.63 -1.70 0.51 0.026
H 1.68 -2.13 -0.68 0.058


Record 3
39
Properties=species:S:1:pos:R:3:lowdin_charge:R:1 method="wB97M-V/def2-TZVPD" homo_ev=-9.49 smiles=CC(C)O.CC(C)O.CC(C)O.O gap_ev=10.154 e_above_lowest_ev=1.276
C 1.14 -4.12 -0.23 -0.042
C 2.02 -3.12 0.52 -0.513
C 3.31 -3.78 1.12 -0.054
O 2.39 -2.06 -0.28 -0.040
H 0.11 -3.81 -0.40 0.071
H 0.98 -4.86 0.55 0.077
H 1.62 -4.40 -1.17 0.090
H 1.54 -2.81 1.44 0.128
H 3.94 -3.03 1.61 0.081
H 3.97 -4.19 0.36 0.076
H 3.08 -4.64 1.75 0.079
H 3.33 -2.14 -0.45 0.099
C -0.33 4.72 -2.57 -0.079
C -0.16 3.50 -1.81 -0.536
C -1.32 2.52 -2.02 -0.050
O 1.04 2.89 -2.27 -0.048
H -1.30 5.18 -2.36 0.085
H -0.21 4.57 -3.64 0.094
H 0.48 5.33 -2.18 0.087
H 0.01 3.71 -0.75 0.137
H -2.30 2.93 -1.78 0.082
H -1.26 1.69 -1.32 0.036
H -1.19 2.09 -3.01 0.095
H 0.85 1.95 -2.19 0.038
C -1.99 0.38 3.20 -0.061
C -1.45 0.27 1.77 -0.458
C -2.22 -0.78 0.89 -0.041
O -1.61 1.60 1.33 -0.069
H -2.01 -0.55 3.76 0.076
H -2.94 0.91 3.26 0.079
H -1.40 1.07 3.80 0.078
H -0.40 0.00 1.65 0.126
H -1.72 -0.98 -0.06 0.057
H -3.18 -0.41 0.54 0.079
H -2.24 -1.74 1.41 0.074
H -2.49 1.92 1.56 0.087
O 0.71 0.19 -1.03 -0.036
H 0.96 -0.64 -0.63 0.007
H 0.20 0.64 -0.36 0.008


Record 4
84
Properties=species:S:1:pos:R:3:lowdin_charge:R:1 method="wB97M-V/def2-TZVPD" s2=0.76 homo_ev="-8.60 / -8.56" spin_multiplicity=2 gap_ev="6.858 / 6.419" e_above_lowest_ev=0.000
Re 0.03 0.79 -0.24 1.725
S -5.27 0.99 -5.70 1.032
N -4.77 -0.24 -4.78 -0.209
C -3.81 0.24 -4.01 -0.292
C -3.11 -0.51 -2.97 -0.070
C -3.35 -1.84 -2.66 0.036
C -2.69 -2.40 -1.59 -0.014
C -1.78 -1.63 -0.87 -0.095
N -1.51 -0.37 -1.19 -0.027
C -2.17 0.19 -2.23 -0.160
C -1.88 1.58 -2.46 -0.144
N -0.97 2.12 -1.63 -0.040
C -0.74 3.43 -1.70 -0.121
C -1.39 4.25 -2.62 0.002
C -2.29 3.70 -3.50 0.043
C -2.56 2.33 -3.41 -0.062
C -3.55 1.62 -4.21 -0.285
N -4.31 2.17 -5.15 -0.205
H -4.07 -2.41 -3.24 0.128
H -2.85 -3.43 -1.30 0.121
H -1.26 -2.02 0.00 0.121
H -0.05 3.83 -0.98 0.117
H -1.18 5.30 -2.62 0.128
H -2.80 4.29 -4.24 0.130
F 2.11 4.04 -1.89 0.141
C 2.86 3.21 -2.61 -0.672
F 3.82 2.73 -1.82 0.147
F 3.42 3.88 -3.60 0.171
S 1.79 1.86 -3.23 0.657
O 1.47 1.07 -2.02 -0.411
O 0.67 2.49 -3.86 -0.236
N 2.83 1.18 -4.18 -0.271
S 2.48 -0.29 -4.73 0.606
O 1.21 -0.75 -4.24 -0.287
O 2.80 -0.46 -6.11 -0.248
C 3.76 -1.25 -3.83 -0.685
F 4.98 -0.80 -4.14 0.142
F 3.60 -1.12 -2.52 0.113
F 3.68 -2.54 -4.15 0.160
Te -3.96 1.04 0.96 1.220
C -3.81 -0.43 2.44 -0.608
C -3.59 -1.76 2.09 -0.158
C -3.25 -2.68 3.06 -0.079
C -3.10 -2.28 4.38 -0.080
C -3.34 -0.97 4.74 -0.068
C -3.71 -0.03 3.77 -0.145
H -3.68 -2.06 1.05 0.073
H -3.06 -3.71 2.78 0.105
H -2.80 -3.00 5.13 0.105
H -3.21 -0.64 5.76 0.109
H -3.89 1.00 4.06 0.092
O 2.30 -2.22 -0.60 0.119
C 1.66 -1.85 0.35 -0.504
O 0.65 -0.95 0.23 -0.287
C 1.84 -2.33 1.73 -0.130
C 1.06 -1.84 2.77 0.002
C 1.28 -2.26 4.09 0.035
C 2.30 -3.16 4.30 -0.212
O 2.71 -3.70 5.48 0.041
C 3.78 -4.59 5.16 -0.118
O 3.99 -4.54 3.75 0.036
C 3.06 -3.66 3.26 -0.201
C 2.87 -3.27 1.96 0.085
H 0.27 -1.13 2.57 0.095
H 0.68 -1.88 4.91 0.123
H 3.51 -5.60 5.45 0.137
H 4.69 -4.26 5.67 0.137
H 3.46 -3.65 1.14 0.136
N 3.10 0.78 0.13 0.025
C 4.13 1.10 0.92 -0.061
C 3.63 1.81 1.99 -0.024
C 2.25 1.89 1.75 -0.077
N 1.94 1.28 0.61 -0.109
H 3.11 0.35 -0.79 0.121
H 5.13 0.79 0.67 0.132
H 4.17 2.21 2.82 0.103
H 1.47 2.35 2.34 0.111
F -1.00 4.20 2.25 -0.391
Te -1.82 2.56 1.85 1.592
F -3.19 3.25 2.96 -0.483
F -2.58 3.65 0.45 -0.502
F -1.01 2.13 3.48 -0.392
F -0.95 0.42 1.65 -0.560
O -0.27 2.42 0.74 -0.730


Record 5
60
Properties=species:S:1:pos:R:3:lowdin_charge:R:1 method="wB97M-V/def2-TZVPD" s2=2.17 homo_ev="-10.30 / -10.23" spin_multiplicity=3 charge=+1 gap_ev="3.164 / 4.342"
C -0.91 -1.46 2.00 -0.144
C -0.76 -1.72 0.58 -0.071
C 0.68 -1.98 0.34 -0.156
H -1.51 -1.82 -0.21 0.118
C 1.33 -1.94 1.61 -0.191
C 0.35 -1.57 2.65 -0.185
H 0.56 -1.46 3.77 0.165
H -1.87 -1.26 2.48 0.130
H 1.04 -2.26 -0.65 0.117
H 2.40 -2.13 1.75 0.135
Mo 0.60 0.10 1.26 1.348
Cl 2.89 1.03 0.35 -0.110
P -0.01 0.37 -2.86 1.107
C 1.24 -0.73 -3.60 -0.385
C 0.94 -1.60 -4.67 -0.082
H -0.07 -1.59 -5.08 0.100
C 1.94 -2.43 -5.20 -0.067
H 1.71 -3.04 -6.08 0.112
C 3.21 -2.44 -4.61 -0.072
H 3.99 -3.05 -5.05 0.109
C 3.49 -1.66 -3.48 -0.072
H 4.48 -1.70 -3.02 0.110
C 2.50 -0.83 -2.95 -0.117
H 2.68 -0.23 -2.04 0.029
C -1.68 -0.14 -3.40 -0.360
C -2.09 -1.48 -3.17 -0.126
H -1.38 -2.19 -2.72 0.098
C -3.39 -1.87 -3.52 -0.080
H -3.67 -2.91 -3.44 0.107
C -4.30 -0.92 -3.98 -0.075
H -5.28 -1.23 -4.32 0.107
C -3.96 0.44 -4.04 -0.063
H -4.67 1.19 -4.38 0.112
C -2.67 0.84 -3.70 -0.065
H -2.39 1.90 -3.65 0.108
C 0.34 2.11 -3.28 -0.376
C 0.91 2.44 -4.54 -0.067
H 1.17 1.60 -5.21 0.110
C 1.07 3.80 -4.88 -0.067
H 1.42 4.01 -5.88 0.108
C 0.78 4.78 -3.94 -0.078
H 0.89 5.81 -4.22 0.100
C 0.34 4.47 -2.66 -0.068
H 0.15 5.24 -1.91 0.112
C 0.12 3.13 -2.29 -0.081
H -0.19 2.82 -1.27 0.084
Br 1.49 2.23 3.16 0.783
C -0.20 2.65 4.06 -0.519
C -0.08 2.99 5.44 -0.114
C -1.21 2.96 6.26 -0.064
C -2.45 2.60 5.70 -0.063
C -2.58 2.37 4.35 -0.016
C -1.45 2.44 3.49 -0.159
C -1.60 2.13 1.97 -0.706
O -2.37 1.17 1.72 0.000
O -0.84 2.76 1.21 -0.060
H 0.92 3.21 5.84 0.107
H -1.08 3.17 7.31 0.109
H -3.31 2.50 6.35 0.110
H -3.53 2.07 3.93 0.122


Record 6
97
Properties=species:S:1:pos:R:3:lowdin_charge:R:1 method="wB97M-V/def2-TZVPD" s2=6.06 homo_ev="-16.61 / -17.16" spin_multiplicity=5 charge=+3 gap_ev="7.346 / 4.904" e_above_lowest_ev=0.000
C -0.45 1.20 -2.35 -0.292
C 0.78 -0.82 -2.43 -0.325
C -0.33 1.37 -3.74 0.040
C 1.11 -0.55 -3.79 0.039
C 0.53 0.52 -4.44 0.015
H -0.91 2.17 -4.20 0.144
H 1.77 -1.26 -4.29 0.143
H 0.75 0.76 -5.48 0.143
N 0.17 0.20 -1.72 -0.077
P -0.75 2.26 0.27 1.046
P 0.23 -2.29 -0.12 1.129
C -1.28 2.16 -1.51 -0.228
H -1.23 3.16 -1.99 0.105
H -2.34 1.84 -1.53 0.107
C -0.61 0.09 2.04 -0.394
O -1.23 -0.01 3.05 0.128
C 0.90 -2.09 -1.81 -0.159
H 1.46 -2.85 -2.34 0.096
C 1.25 -3.10 1.41 -0.617
C -0.89 -3.77 -0.86 -0.601
C 0.52 3.68 0.32 -0.631
C -2.36 3.03 0.99 -0.627
C 1.30 -2.13 2.59 -0.114
H 0.33 -2.02 3.09 0.078
H 2.00 -2.52 3.34 0.119
H 1.66 -1.13 2.30 0.025
C 0.64 -4.38 1.96 -0.074
H -0.39 -4.22 2.32 0.087
H 0.65 -5.21 1.25 0.074
H 1.22 -4.69 2.84 0.120
C 2.66 -3.33 0.89 -0.077
H 3.26 -3.79 1.70 0.118
H 2.70 -3.99 0.01 0.098
H 3.14 -2.38 0.64 0.038
C -1.85 -4.36 0.18 -0.084
H -2.29 -3.59 0.82 0.050
H -2.67 -4.86 -0.36 0.109
H -1.38 -5.12 0.81 0.071
C -1.71 -3.17 -2.01 -0.084
H -2.15 -2.21 -1.73 0.058
H -1.12 -3.04 -2.92 0.088
H -2.54 -3.85 -2.27 0.110
C -0.03 -4.91 -1.41 -0.055
H 0.71 -4.60 -2.14 0.071
H 0.48 -5.50 -0.65 0.080
H -0.71 -5.60 -1.94 0.123
C -2.08 3.56 2.41 -0.068
H -3.04 3.87 2.85 0.116
H -1.66 2.77 3.05 0.085
H -1.42 4.43 2.42 0.066
C -3.45 1.95 1.13 -0.092
H -3.66 1.46 0.17 0.067
H -3.17 1.18 1.86 0.067
H -4.38 2.43 1.47 0.114
C -3.00 4.13 0.12 -0.056
H -3.18 3.79 -0.91 0.086
H -3.98 4.38 0.56 0.115
H -2.43 5.06 0.09 0.067
C 1.53 3.38 -0.80 -0.095
H 1.11 3.59 -1.80 0.095
H 2.43 4.02 -0.67 0.108
H 1.86 2.34 -0.78 0.032
C 1.19 3.70 1.71 -0.082
H 1.49 2.70 2.03 0.024
H 2.11 4.30 1.65 0.113
H 0.54 4.10 2.49 0.082
C -0.04 5.09 0.06 -0.062
H -0.58 5.16 -0.89 0.091
H -0.66 5.46 0.89 0.079
H 0.82 5.78 -0.01 0.120
Os 0.17 0.14 0.40 1.242
N 2.02 0.86 1.12 0.014
C 3.18 1.19 1.21 0.087
C 4.52 0.87 0.51 -0.551
C 4.37 -0.36 -0.40 -0.025
C 4.96 2.08 -0.30 -0.031
C 5.59 0.55 1.53 -0.032
H 4.39 -1.27 0.18 0.060
H 3.47 -0.36 -1.02 0.077
H 5.23 -0.43 -1.08 0.122
H 5.02 2.95 0.35 0.104
H 5.97 1.90 -0.69 0.115
H 4.31 2.30 -1.14 0.085
H 6.53 0.33 1.02 0.113
H 5.77 1.41 2.19 0.108
H 5.34 -0.32 2.14 0.102
C -5.19 -1.04 -1.41 -0.044
N -4.82 -1.62 -0.14 0.045
C -3.62 -1.39 0.44 -0.585
N -3.44 -1.98 1.69 0.166
O -2.71 -0.74 -0.12 -0.101
H -4.33 -0.51 -1.83 0.081
H -6.02 -0.33 -1.28 0.099
H -5.51 -1.82 -2.10 0.099
H -5.49 -2.18 0.38 0.159
H -2.72 -1.56 2.28 0.080
H -4.27 -2.33 2.16 0.127


Record 7
58
Properties=species:S:1:pos:R:3:lowdin_charge:R:1 method="wB97M-V/def2-TZVPD" s2=6.01 homo_ev="-10.30 / -10.49" spin_multiplicity=5 charge=+1 gap_ev="7.600 / 7.608" e_above_lowest_ev=0.000
Fe 0.14 -0.12 -1.22 0.395
C 3.71 0.38 3.74 -0.087
C 3.56 -0.95 3.03 -0.245
N 3.44 -0.81 1.58 -0.028
C 2.32 -0.44 0.95 -0.782
S 2.47 -0.16 -0.78 0.648
N 1.23 -0.30 1.69 0.012
N 0.12 0.00 0.94 -0.053
C -0.94 0.40 1.55 -0.265
C -1.05 0.60 3.03 -0.015
C -2.11 0.63 0.67 -0.210
C -3.38 0.90 1.19 0.001
C -4.43 1.07 0.30 -0.034
C -4.20 0.97 -1.06 -0.036
C -2.90 0.72 -1.49 -0.117
N -1.89 0.55 -0.65 0.034
H 3.84 0.22 4.81 0.075
H 2.84 1.01 3.59 0.057
H 4.59 0.91 3.38 0.075
H 2.67 -1.49 3.38 0.106
H 4.42 -1.59 3.21 0.116
H 4.28 -0.83 1.02 0.112
H -0.07 0.53 3.49 0.067
H -1.70 -0.14 3.48 0.096
H -1.49 1.58 3.24 0.089
H -3.53 0.98 2.25 0.112
H -5.43 1.28 0.68 0.118
H -4.99 1.10 -1.78 0.113
H -2.66 0.69 -2.54 0.099
C 1.14 3.93 0.27 -0.059
N 1.00 2.89 -0.72 -0.053
C 0.28 3.00 -1.84 -0.767
S 0.13 1.67 -2.92 0.685
N -0.32 4.17 -2.09 -0.028
C -1.12 4.47 -3.26 -0.080
H 1.82 3.56 1.04 0.094
H 0.19 4.18 0.74 0.094
H 1.59 4.84 -0.14 0.094
H 1.56 2.05 -0.62 0.016
H -0.08 4.94 -1.49 0.124
H -1.52 3.54 -3.67 0.043
H -0.53 4.97 -4.02 0.094
H -1.95 5.11 -2.96 0.090
C 0.42 -4.04 -3.18 0.000
N 0.07 -4.18 -1.76 -0.112
C 0.02 -5.52 -1.17 -0.017
C -0.25 -3.09 -1.09 -0.442
C -0.59 -3.15 0.37 0.040
O -0.25 -1.98 -1.69 -0.114
H 0.94 -4.94 -3.48 0.091
H 1.07 -3.18 -3.31 0.097
H -0.47 -3.92 -3.79 0.105
H 0.32 -6.23 -1.93 0.090
H -0.99 -5.77 -0.85 0.100
H 0.70 -5.60 -0.33 0.102
H -0.79 -4.15 0.74 0.077
H -1.47 -2.52 0.54 0.094
H 0.24 -2.72 0.93 0.090


Record 8
16
Properties=species:S:1:pos:R:3:lowdin_charge:R:1 method="wB97M-V/def2-TZVPD" homo_ev=-7.86 gap_ev=8.464 e_above_lowest_ev=3.726
C -0.96 0.79 0.28 -0.157
C -1.58 -0.32 -0.70 -0.228
C -0.24 -0.64 -1.15 0.003
C 0.59 -1.32 -0.10 -0.257
C 1.52 -0.13 0.27 -0.199
C 0.59 1.11 0.19 -0.216
H -1.18 0.44 1.29 0.112
H -1.48 1.73 0.10 0.109
H -2.25 0.10 -1.46 0.093
H -2.11 -1.09 -0.12 0.108
H 1.12 -2.14 -0.58 0.106
H 0.08 -1.69 0.81 0.108
H 2.34 -0.07 -0.46 0.108
H 1.98 -0.24 1.26 0.106
H 0.83 1.71 -0.70 0.106
H 0.74 1.75 1.06 0.098